(1)
# C4H7ClN3

An isolated ion of composition C4H7ClN3 and charge +1 (ωB97M-V/def2-TZVPD, the Open Molecules 2025 dataset).

Cartesian coordinates (Å):
H  2.363175  0.075370  0.182259
H  1.912289  1.574726  -0.439291
H  1.025799  -1.484350  -0.917432
H  1.645828  0.840311  2.420592
H  1.628854  2.334808  1.748358
C  -0.928000  -1.451079  -1.103071
N  -2.167974  -0.889477  -0.942731
C  0.330357  0.190592  0.171374
N  0.194920  -0.949085  -0.523162
N  1.891556  1.371554  1.630285
H  -0.816914  -2.295115  -1.689695
C  1.621736  0.778135  0.398108
Cl  -3.369055  0.812552  0.764597
H  -3.033184  -1.211810  -1.373853
C  -2.299387  0.302870  -0.326337

Forces on the atoms, in the same order (eV/Å):
1.45 -1.79 -0.37
-1.07 -1.48 1.31
-0.77 0.83 0.83
-0.33 -0.67 0.96
-0.13 0.05 -0.10
-1.94 1.57 1.00
1.31 0.52 1.10
-3.59 -1.74 -0.29
1.24 0.40 -1.12
0.52 1.18 0.55
-0.05 -1.47 -1.03
0.65 2.98 -2.40
-0.97 -0.46 0.38
0.33 -0.88 -0.12
3.36 0.97 -0.70

Properties
- highest occupied orbital energy (spin up / spin down) (eV) = -12.461 / -12.333
- net charge = +1
- energy relative to the best compared isomer or geometry (same formula, charge and spin) (eV) = 5.888
- lowest unoccupied orbital energy (spin up / spin down) (eV) = -5.54 / -5.51
- gap between HOMO and LUMO (spin up / spin down) (eV) = 6.9 / 6.8

(2)
# C4H7ClN3

C4H7ClN3 as an isolated structure (ωB97M-V/def2-TZVPD, the Open Molecules 2025 dataset).

Cartesian coordinates (Å):
N  0.838752  -0.861999  0.715315
C  0.962381  0.830036  -0.902642
H  0.824223  1.172358  1.495043
C  -1.309409  1.108027  0.415263
C  0.625783  0.486760  0.569611
H  0.817543  -1.315951  1.610537
Cl  -1.311481  2.731560  0.145350
H  0.385084  -2.044433  -1.072478
N  -2.139958  0.161301  0.332396
H  2.125162  -1.829072  -0.640834
N  1.152493  -0.252592  -1.512067
C  1.232756  -1.299201  -0.676963
H  -3.166445  0.048179  0.075966
H  -1.889214  -0.758606  0.608192
H  0.852330  1.823632  -1.162690

Forces on the atoms, in the same order (eV/Å):
-0.43 2.67 -1.86
-0.68 -2.25 3.45
-0.16 -1.20 -2.01
3.54 -1.13 0.34
-0.77 1.50 2.28
0.39 -0.35 -0.17
-1.24 0.32 -0.14
1.87 1.03 0.85
-3.77 -0.34 -0.72
1.80 -0.77 -0.25
1.29 2.95 -2.29
-4.63 -4.60 1.49
1.30 1.49 0.16
1.40 -0.92 0.37
0.09 1.60 -1.52

Properties
- highest occupied orbital energy (eV) = -13.166
- net charge = +1
- energy relative to the best compared isomer or geometry (same formula, charge and spin) (eV) = 2.705
- lowest unoccupied orbital energy (eV) = -4.31
- gap between HOMO and LUMO (eV) = 8.9

(3)
# C4H7ClNO2

An isolated ion of composition C4H7ClNO2 and charge +1 (ωB97M-V/def2-TZVPD, the Open Molecules 2025 dataset).

Cartesian coordinates (Å):
H  1.542178  -0.513705  1.586736
H  -0.137850  -2.696347  -0.219844
H  -2.182509  1.326179  0.023044
Cl  2.947021  -1.060014  -0.212844
C  1.236534  1.226266  0.217844
O  0.259689  -0.695974  -0.218613
C  1.599491  -0.257767  0.549975
H  -1.143234  2.444911  -0.843000
C  -1.291478  1.395231  -0.619411
H  -0.824164  -2.048123  1.224740
H  -1.516900  1.178839  -1.624265
O  1.805408  2.239327  0.296519
H  -1.643746  -1.656463  -0.234935
N  -0.095655  0.847084  -0.119185
C  -0.554780  -1.729447  0.193232

Forces on the atoms, in the same order (eV/Å):
-0.39 -0.26 0.57
-0.13 1.35 -0.05
0.56 -0.26 -0.04
-0.78 0.70 0.44
-1.33 -2.80 -0.13
1.85 3.50 0.58
0.76 -0.49 -1.81
0.73 0.67 0.80
-1.06 0.62 0.24
1.16 1.55 0.19
-0.28 -1.39 -1.36
0.06 0.81 -0.05
2.27 0.37 0.13
0.85 -0.31 0.69
-4.27 -4.06 -0.19

Properties
- highest occupied orbital energy (eV) = -15.448
- net charge = +1
- energy relative to the best compared isomer or geometry (same formula, charge and spin) (eV) = 3.198
- lowest unoccupied orbital energy (eV) = -4.88
- gap between HOMO and LUMO (eV) = 10.6

(4)
# C4H7ClO2

One molecule with the formula C4H7ClO2 (ωB97M-V/def2-TZVPD, the Open Molecules 2025 dataset).

Cartesian coordinates (Å):
H  -0.259110  1.405407  0.942176
O  -1.246552  -1.690893  0.205294
H  -2.128535  -1.259027  0.184382
H  1.449493  -0.331013  1.512491
H  -2.134880  1.395585  -0.656115
H  1.393639  -1.988276  0.818122
C  -0.290588  -0.649888  0.422837
H  -0.288272  -0.000423  -1.684064
H  0.237313  -1.523134  2.220510
C  0.109679  0.172510  -0.756061
C  0.784910  -1.178586  1.304037
C  -0.767610  0.724403  0.313120
O  -2.149383  0.889263  0.128486
Cl  1.757616  0.841371  -0.806550

Forces on the atoms, in the same order (eV/Å):
0.09 1.00 0.70
-0.36 1.20 -0.21
0.63 -0.33 -0.06
0.04 -0.49 0.42
-0.96 1.06 -1.44
-0.85 0.68 0.45
-0.02 -2.98 -0.71
-0.84 -0.59 -2.12
1.02 0.08 -0.59
1.00 0.92 1.15
-0.05 0.25 1.02
-0.24 -0.11 0.94
0.89 -0.54 0.74
-0.36 -0.14 -0.30

Properties
- highest occupied orbital energy (eV) = -9.560
- SMILES = C[C@@]1(O)[C@H](O)[C@H]1Cl
- energy relative to the best compared isomer or geometry (same formula, charge and spin) (eV) = 1.211
- lowest unoccupied orbital energy (eV) = 0.62
- gap between HOMO and LUMO (eV) = 10.2

(5)
# C4H7ClO2S

A 2-piece molecular cluster, C4H7ClO2S overall (ωB97M-V/def2-TZVPD, the Open Molecules 2025 dataset).

Cartesian coordinates (Å):
C  2.012036  -0.428849  0.086458
C  -2.155712  0.657311  0.477822
O  1.223234  -2.085466  -1.822029
S  2.102462  -0.978173  -1.511139
C  -0.659889  0.836691  0.164657
Cl  2.912376  0.974182  0.380804
C  -0.038782  -0.463129  0.710108
H  -0.073612  -0.495517  1.848534
H  -0.546725  1.021414  -0.887027
H  -0.384076  -1.370697  0.098918
H  -2.213739  0.098944  1.552118
H  -2.554400  -0.049612  -0.260178
O  3.321474  -0.948971  -2.301067
H  -2.792764  1.552067  0.679080
H  -0.151883  1.679805  0.782941

Forces on the atoms, in the same order (eV/Å):
-3.27 -0.31 -0.64
-0.23 -1.05 3.06
-0.35 0.56 0.38
0.50 -1.68 0.19
0.70 0.75 2.62
0.27 0.39 0.47
2.11 -0.17 -2.01
0.44 -0.31 -1.76
0.48 -0.11 -0.42
0.74 1.12 1.41
-0.05 1.05 -2.39
-0.35 0.43 0.26
-0.58 0.94 0.89
0.69 -0.53 -0.82
-1.09 -1.07 -1.25

Properties
- highest occupied orbital energy (spin up / spin down) (eV) = -9.194 / -9.196
- energy relative to the best compared isomer or geometry (same formula, charge and spin) (eV) = 4.417
- lowest unoccupied orbital energy (spin up / spin down) (eV) = -1.04 / -1.03
- gap between HOMO and LUMO (spin up / spin down) (eV) = 8.2 / 8.2

(6)
# C4H7ClO2S2

One molecule with the formula C4H7ClO2S2 (ωB97M-V/def2-TZVPD, the Open Molecules 2025 dataset).

Cartesian coordinates (Å):
H  2.357374  0.383892  -0.546918
C  1.718624  -0.392121  -0.986098
C  0.464597  0.098699  -1.651875
H  0.126401  -0.688832  -2.298956
S  -1.743031  1.230674  2.766737
H  1.907041  -2.174657  0.676268
O  -2.269527  2.063976  1.731020
C  1.272742  -1.366445  0.106467
C  -0.523181  0.234810  -0.560370
H  -0.677623  1.241069  -0.301779
H  0.662342  0.989277  -2.221295
H  2.329250  -1.041684  -1.617582
H  -1.574107  0.171213  -0.889864
O  -0.527130  0.399516  2.274576
S  -0.172187  -0.968921  0.677754
Cl  -3.351585  -0.180467  2.841915

Forces on the atoms, in the same order (eV/Å):
-0.11 -0.03 -0.16
1.59 -1.75 0.71
0.76 -0.88 -0.25
-0.06 -0.29 -0.69
1.60 -1.00 0.42
-1.31 1.78 -1.45
-0.04 1.10 -1.19
0.87 -0.05 0.94
-2.33 0.74 -1.13
0.86 1.40 1.81
-0.23 0.44 -0.15
0.23 0.56 -0.42
0.19 -1.16 -0.08
-1.08 0.97 0.69
-0.77 -1.06 0.80
-0.18 -0.79 0.15

Properties
- highest occupied orbital energy (spin up / spin down) (eV) = -8.729 / -8.729
- energy relative to the best compared isomer or geometry (same formula, charge and spin) (eV) = 0.999
- lowest unoccupied orbital energy (spin up / spin down) (eV) = -0.73 / -0.72
- gap between HOMO and LUMO (spin up / spin down) (eV) = 8.0 / 8.0

(7)
# C4H7ClOS

One molecule with the formula C4H7ClOS (ωB97M-V/def2-TZVPD, the Open Molecules 2025 dataset).

Cartesian coordinates (Å):
Cl  -2.518942  1.530280  -0.262999
C  0.293171  -0.612115  1.737603
C  -1.012342  -0.278914  1.081510
H  -1.358634  -0.816794  -1.530103
H  0.608927  0.240319  2.338285
O  -2.063842  -0.758109  1.399949
C  -0.922466  0.715257  -0.087507
H  1.067872  -0.800764  0.999688
H  -0.634925  0.639906  -2.223543
H  0.371787  -0.494878  -1.311163
H  0.165556  -1.475397  2.384998
H  0.158741  2.667856  -0.860781
C  -0.614011  -0.038622  -1.373679
S  0.369140  1.972306  0.252683

Forces on the atoms, in the same order (eV/Å):
0.15 -0.09 -0.08
-0.03 -0.27 0.21
0.08 0.10 0.01
-0.08 -0.03 -0.03
0.07 0.04 0.05
0.04 -0.10 0.04
-0.19 0.64 -0.27
0.11 0.00 -0.05
0.03 0.04 0.01
0.06 -0.02 0.00
-0.02 -0.01 0.00
-0.10 0.08 -0.24
-0.09 -0.16 0.01
-0.03 -0.24 0.32

Properties
- highest occupied orbital energy (eV) = -9.686
- SMILES = CC(=O)[C@](C)(S)Cl
- energy relative to the best compared isomer or geometry (same formula, charge and spin) (eV) = 0.000
- lowest unoccupied orbital energy (eV) = 0.60
- gap between HOMO and LUMO (eV) = 10.3

(8)
# C4H7ClOS

One molecule with the formula C4H7ClOS (ωB97M-V/def2-TZVPD, the Open Molecules 2025 dataset).

Cartesian coordinates (Å):
H  1.419360  1.844430  1.197091
H  -0.851706  -1.746013  -1.632560
S  -0.450193  0.741201  -0.794878
C  -1.649336  -0.504259  -0.268149
C  -1.576627  -1.644762  -0.913144
H  1.205521  -0.836874  -0.192479
H  -2.271243  -2.456068  -0.721821
H  0.279023  -0.571485  1.184116
H  2.665943  0.584228  1.056127
H  2.198500  1.474772  -0.481548
C  0.728515  -0.080068  0.342107
O  -0.832115  2.103445  -0.255541
C  1.864697  1.010361  0.536585
Cl  -2.730342  0.081093  0.944096

Forces on the atoms, in the same order (eV/Å):
0.86 -1.08 -1.21
1.52 -0.34 -1.73
-0.36 0.96 1.20
-0.62 1.19 -0.46
-2.42 -0.40 1.83
0.41 -1.49 -1.36
0.23 -0.02 0.04
-0.23 0.55 0.77
1.41 -0.57 0.60
-0.63 -0.98 1.87
1.75 2.94 -0.41
0.54 -1.86 -0.53
-2.60 1.75 -0.30
0.15 -0.64 -0.30

Properties
- highest occupied orbital energy (eV) = -9.317
- energy relative to the best compared isomer or geometry (same formula, charge and spin) (eV) = 2.261
- lowest unoccupied orbital energy (eV) = 0.70
- gap between HOMO and LUMO (eV) = 10.0

(9)
# C4H7ClS

One molecule with the formula C4H7ClS (ωB97M-V/def2-TZVPD, the Open Molecules 2025 dataset).

Cartesian coordinates (Å):
C  -1.120852  -0.682788  0.446730
C  1.198078  -0.379401  -0.736231
H  1.895533  0.406398  -1.129480
H  1.088185  -1.129807  -1.506560
H  -2.173855  -0.436081  0.188596
C  -0.134687  0.204187  -0.266860
C  -0.395497  0.330343  1.224904
Cl  -0.818119  -2.381425  0.760725
S  -0.909530  1.437419  -1.346071
H  0.437637  0.041742  1.837115
H  0.093761  2.303608  -1.220396
H  1.716147  -0.905702  0.070382
H  -0.876801  1.191508  1.677146

Forces on the atoms, in the same order (eV/Å):
-1.21 0.42 -0.42
0.57 0.66 0.12
-0.72 -0.56 0.42
-0.35 -0.03 -0.42
0.79 -0.60 0.44
0.42 -0.17 -0.04
0.62 0.93 0.30
-0.06 0.03 -0.25
0.10 -0.56 0.08
0.21 -0.56 0.13
0.10 0.27 -0.01
-0.13 0.23 0.12
-0.33 -0.06 -0.48

Properties
- highest occupied orbital energy (eV) = -9.214
- SMILES = C[C@]1(S)C[C@@H]1Cl
- energy relative to the best compared isomer or geometry (same formula, charge and spin) (eV) = 0.392
- lowest unoccupied orbital energy (eV) = 0.84
- gap between HOMO and LUMO (eV) = 10.1

(10)
# C4H7ClS

One molecule with the formula C4H7ClS (ωB97M-V/def2-TZVPD, the Open Molecules 2025 dataset).

Cartesian coordinates (Å):
C  0.517620  -0.849618  0.895205
C  -0.902290  1.110910  0.036309
H  0.070946  -2.616953  -0.616026
Cl  0.125690  1.076488  2.525658
C  -0.035911  0.376442  0.997074
C  0.499256  -1.495197  -0.476758
H  1.060419  -1.361544  1.651662
H  1.490273  -1.387162  -0.947415
H  -1.022509  0.218291  -0.685853
H  0.468872  1.796161  -1.968488
H  -0.113111  -0.809607  -1.078853
H  -1.915731  1.436708  0.468912
S  -0.243524  2.505081  -0.801429

Forces on the atoms, in the same order (eV/Å):
-0.95 0.46 -2.60
-1.44 -2.78 -0.69
1.15 2.67 0.65
0.10 1.22 1.63
0.52 -1.37 1.07
-0.69 -1.30 -0.67
0.20 0.13 0.84
-0.17 -0.57 0.25
-1.08 2.29 0.68
-1.46 1.36 2.53
0.26 -1.06 -0.37
1.59 -0.72 -0.43
1.98 -0.31 -2.88

Properties
- highest occupied orbital energy (eV) = -9.122
- SMILES = C/C=C(/Cl)CS
- energy relative to the best compared isomer or geometry (same formula, charge and spin) (eV) = 1.476
- lowest unoccupied orbital energy (eV) = 0.54
- gap between HOMO and LUMO (eV) = 9.7

(11)
# C4H7ClS

One molecule with the formula C4H7ClS (ωB97M-V/def2-TZVPD, the Open Molecules 2025 dataset).

Cartesian coordinates (Å):
H  -2.008362  0.492717  0.775678
H  1.171635  0.815665  -0.514284
H  2.127175  1.258993  -3.337062
H  -1.080875  -1.937200  0.858983
C  1.145089  -0.069797  -1.116242
C  0.276714  -1.094340  -0.674225
S  0.740580  0.898942  -2.727990
C  -0.596344  -0.977677  0.301425
H  0.573605  -2.291221  -0.850223
Cl  -0.806452  -0.088030  2.935684
H  -0.435756  1.087432  0.993758
C  -0.932400  0.181844  0.994833
H  2.154624  -0.553131  -1.220385

Forces on the atoms, in the same order (eV/Å):
1.07 -0.64 0.77
0.25 -0.14 1.07
-2.81 -1.02 1.66
1.15 2.17 -1.88
2.90 1.71 -2.26
-0.10 -5.45 0.33
2.37 -0.15 -1.21
-0.56 -4.38 1.40
-0.88 3.50 -0.33
-0.35 0.00 -1.84
1.71 1.45 -0.81
-3.96 1.98 3.12
-0.78 0.97 -0.03

Properties
- highest occupied orbital energy (eV) = -9.301
- SMILES = SC/C=C\CCl
- energy relative to the best compared isomer or geometry (same formula, charge and spin) (eV) = 2.408
- lowest unoccupied orbital energy (eV) = 0.24
- gap between HOMO and LUMO (eV) = 9.5

(12)
# C4H7CuO2

C4H7CuO2 as an isolated structure (ωB97M-V/def2-TZVPD, the Open Molecules 2025 dataset).

Cartesian coordinates (Å):
H  1.099824  -1.601844  1.263932
H  1.590913  -2.403661  -0.305793
C  0.038640  -0.887267  -0.470372
H  0.655461  1.378681  -0.004912
H  -2.098808  0.350042  0.435016
H  1.852288  0.369452  -0.335662
O  -1.705963  2.328187  0.141821
Cu  -2.948306  3.331518  0.860612
C  -1.346894  1.087096  0.088300
C  -0.091270  0.599749  -0.212423
C  1.305245  -1.457665  0.184391
O  2.370019  -0.545074  0.003299
H  0.106081  -1.092155  -1.552055
H  -0.827232  -1.457059  -0.096155

Forces on the atoms, in the same order (eV/Å):
0.26 -0.10 -0.32
-0.09 0.07 0.40
0.85 -0.09 0.08
0.20 -0.46 -0.73
-0.06 0.00 -0.65
2.33 -3.55 1.43
2.13 -1.56 -0.93
-1.82 1.38 1.04
0.43 -0.09 0.40
-2.32 0.42 0.79
-0.47 0.18 -0.13
-1.45 3.37 -1.39
-0.03 0.01 0.13
0.03 0.42 -0.11

Properties
- highest occupied orbital energy (spin up / spin down) (eV) = -1.580 / -3.701
- net charge = -1
- energy relative to the best compared isomer or geometry (same formula, charge and spin) (eV) = 0.267
- lowest unoccupied orbital energy (spin up / spin down) (eV) = 3.70 / 3.70
- gap between HOMO and LUMO (spin up / spin down) (eV) = 5.3 / 7.4
- spin multiplicity = 2

> Among the records above, which one has the highest energy relative to the best compared isomer or geometry (same formula, charge and spin)?

number 1